{
  "formula": "C40H60Cl2N2O8",
  "method": "wB97M-V/def2-TZVPD",
  "total_charge": 0,
  "smiles": "CCCCCc1c2c(c(CCC)c(CN)c1[C@H](Cl)[C@H](C)Cl)C(=O)C(CCCCn1cccc1)=C(CC)C2=O.CCOC(=O)OC.CCOC(=O)OC",
  "homo_energy_ev": -8.22,
  "energy_ha": -3191.991221,
  "elements": ["C", "C", "C", "C", "C", "C", "C", "C", "C", "C", "C", "C", "C", "C", "N", "C", "C", "Cl", "C", "C", "Cl", "C", "O", "C", "C", "C", "C", "C", "N", "C", "C", "C", "C", "C", "C", "C", "C", "O", "H", "H", "H", "H", "H", "H", "H", "H", "H", "H", "H", "H", "H", "H", "H", "H", "H", "H", "H", "H", "H", "H", "H", "H", "H", "H", "H", "H", "H", "H", "H", "H", "H", "H", "H", "H", "H", "H", "H", "H", "H", "H", "H", "H", "C", "C", "O", "C", "O", "O", "C", "H", "H", "H", "H", "H", "H", "H", "H", "C", "C", "O", "C", "O", "O", "C", "H", "H", "H", "H", "H", "H", "H", "H"],
  "positions_angstrom": [[-0.1282, -3.4518, 0.1101], [-1.0969, -3.1885, -1.0519], [-1.1260, -1.7045, -1.4712], [-1.9065, -1.5049, -2.8008], [-3.2269, -0.6838, -2.7200], [-3.1500, 0.5996, -1.9011], [-2.3572, 1.6502, -2.3439], [-2.2604, 2.8542, -1.6481], [-2.9686, 3.0420, -0.4712], [-2.8196, 4.3572, 0.2793], [-1.3485, 4.4564, 0.8296], [-1.0041, 5.9516, 0.9783], [-3.7889, 2.0004, -0.0348], [-4.5949, 2.2686, 1.2374], [-3.7871, 2.1961, 2.4645], [-3.8686, 0.7942, -0.7150], [-4.7805, -0.2801, -0.1025], [-3.9323, -1.8616, 0.1033], [-6.1161, -0.4558, -0.8910], [-6.4977, 0.8361, -1.6390], [-7.4287, -0.6736, 0.3568], [-1.3786, 3.9571, -2.2384], [-1.6823, 5.1333, -2.1682], [-0.1304, 3.4882, -2.9531], [1.1531, 4.2913, -2.9042], [1.0546, 5.7304, -3.4544], [2.1200, 6.6553, -2.7943], [1.6729, 7.2263, -1.4503], [0.8226, 8.4143, -1.5815], [0.0202, 8.9355, -0.6043], [-0.6396, 10.0254, -1.0543], [-0.2245, 10.2373, -2.4263], [0.6620, 9.2375, -2.6497], [-0.2347, 2.3363, -3.6161], [0.8823, 1.7086, -4.4312], [0.8429, 2.2693, -5.8775], [-1.5246, 1.5442, -3.6115], [-1.8366, 0.8747, -4.5779], [-0.2422, -4.4745, 0.4981], [-0.2973, -2.7913, 0.9728], [0.9270, -3.3624, -0.1791], [-0.7236, -3.7734, -1.9066], [-2.0938, -3.5725, -0.8065], [-1.4479, -1.0506, -0.6564], [-0.0702, -1.4653, -1.6862], [-2.2018, -2.5118, -3.1361], [-1.2470, -1.1346, -3.5900], [-3.4753, -0.3878, -3.7477], [-4.0693, -1.3010, -2.3995], [-3.4599, 4.4285, 1.1610], [-3.0525, 5.2114, -0.3594], [-1.3461, 3.9511, 1.8055], [-0.6613, 3.9104, 0.1745], [0.0578, 6.0777, 1.2244], [-1.5692, 6.3246, 1.8451], [-1.2978, 6.5099, 0.0853], [-4.9643, 3.3004, 1.1289], [-5.5041, 1.6592, 1.2965], [-2.7978, 2.1181, 2.2695], [-3.9612, 3.0372, 2.9996], [-5.0639, -0.0062, 0.9091], [-6.1151, -1.3180, -1.5586], [-7.5514, 0.8055, -1.9378], [-5.8725, 0.9945, -2.5238], [-6.3977, 1.6926, -0.9622], [1.9947, 3.8075, -3.4041], [1.4403, 4.3732, -1.8397], [0.0870, 6.2157, -3.2907], [1.2496, 5.7918, -4.5347], [2.4209, 7.4701, -3.4579], [3.0095, 6.0395, -2.5884], [2.5304, 7.5338, -0.8315], [1.1042, 6.5130, -0.8386], [-0.1085, 8.5790, 0.4106], [-1.3608, 10.6566, -0.5510], [-0.5475, 11.0026, -3.1164], [1.1803, 9.1302, -3.5967], [1.8687, 1.8678, -3.9920], [0.7107, 0.6296, -4.5299], [-0.1803, 2.4033, -6.2420], [1.3328, 3.2517, -5.9495], [1.3855, 1.6123, -6.5691], [5.1880, -7.6042, -0.8030], [4.7010, -6.1776, -0.9485], [3.6991, -5.8585, 0.0273], [4.1502, -5.6353, 1.2612], [5.3010, -5.6659, 1.6147], [3.1007, -5.3900, 2.0468], [3.4339, -5.2303, 3.4259], [4.3473, -8.2992, -0.8319], [5.8833, -7.8547, -1.6047], [5.6959, -7.7525, 0.1494], [4.2254, -6.0506, -1.9201], [5.5235, -5.4637, -0.8932], [4.2021, -4.4709, 3.5619], [3.7608, -6.1828, 3.8432], [2.5344, -4.9108, 3.9456], [2.1864, -9.4004, 9.0486], [2.5812, -10.3456, 7.9332], [3.0524, -9.6349, 6.7793], [4.2877, -9.1438, 6.8732], [5.0281, -9.2544, 7.8149], [4.5590, -8.4896, 5.7410], [5.8236, -7.8248, 5.7394], [1.4608, -8.6685, 8.6897], [1.7510, -9.9525, 9.8818], [3.0477, -8.8452, 9.4188], [1.7087, -10.9080, 7.6041], [3.3283, -11.0680, 8.2633], [6.6329, -8.5078, 5.9898], [5.8051, -6.9882, 6.4375], [5.9903, -7.4380, 4.7366]],
  "forces_ev_per_angstrom": [[-0.1, -0.3, 0.4], [0.6, 0.2, 0.3], [0.7, -0.6, -0.8], [-0.6, -0.6, 0.6], [0.0, 0.3, -0.5], [-0.2, -0.5, -0.2], [0.6, 0.0, -0.8], [0.4, 0.4, -0.4], [-0.3, 0.7, -0.1], [0.8, -0.5, 0.5], [-1.0, 0.7, -0.3], [0.1, -0.8, 0.7], [-0.3, 0.3, 1.1], [0.0, 0.7, -0.4], [-0.4, -0.2, -0.2], [-0.1, -0.8, 0.3], [-0.1, -0.1, -0.7], [-0.4, 0.2, 0.2], [-0.1, 1.1, 0.3], [-0.2, -0.2, 0.1], [0.2, -0.4, -0.3], [-0.1, 0.0, -0.1], [0.3, -0.6, 0.0], [0.0, 0.0, 0.1], [-0.5, 0.9, 0.4], [0.5, 1.2, -0.1], [-0.1, -0.8, 0.4], [0.1, 0.7, 0.5], [-0.4, 0.2, 0.2], [-0.6, -0.2, 1.5], [-0.4, 1.3, -1.6], [-0.5, -0.3, 1.7], [0.8, 0.1, -2.3], [0.4, -1.0, -0.1], [-0.6, 0.1, -0.9], [0.5, 0.3, -0.1], [-0.2, 0.4, 0.1], [0.3, 0.5, 0.4], [0.0, 0.2, -0.2], [0.0, 0.0, -0.3], [-0.3, 0.2, -0.1], [-0.3, 0.1, 0.1], [0.1, 0.2, -0.1], [-0.1, -0.1, -0.1], [-0.2, 0.2, 0.2], [0.0, 0.3, 0.0], [-0.2, 0.2, 0.3], [0.0, -0.1, 0.3], [0.4, 0.0, 0.2], [0.0, -0.1, -0.3], [0.2, -0.3, 0.0], [0.3, 0.1, -0.2], [0.0, 0.2, 0.1], [-0.2, 0.2, -0.2], [0.1, 0.2, -0.3], [0.3, -0.1, 0.1], [-0.1, -0.3, 0.0], [0.3, 0.0, 0.1], [-0.1, 0.1, 0.0], [0.3, -0.2, 0.2], [0.3, -0.1, -0.2], [0.0, 0.0, 0.3], [0.3, -0.2, -0.1], [-0.1, 0.0, 0.2], [0.1, -0.1, -0.2], [-0.3, -0.2, 0.0], [-0.1, 0.0, -0.2], [0.0, -0.5, 0.0], [-0.2, -0.5, 0.2], [0.0, -0.2, 0.1], [0.0, 0.3, -0.2], [0.0, -0.2, -0.3], [0.1, -0.1, -0.3], [0.5, -0.5, -0.3], [0.2, -0.3, 0.3], [0.1, -0.1, 0.1], [0.1, -0.4, 0.3], [-0.2, 0.0, 0.1], [0.0, 0.2, 0.3], [0.2, -0.2, 0.1], [-0.2, -0.2, 0.2], [-0.2, 0.1, 0.2], [0.0, -0.1, 0.3], [0.3, -0.2, -0.3], [-0.1, 0.1, 0.0], [-0.1, -0.2, 0.0], [0.0, 0.1, 0.0], [0.0, 0.1, 0.0], [0.0, 0.1, 0.4], [0.0, 0.0, -0.1], [0.0, 0.0, 0.0], [0.1, 0.1, 0.0], [-0.2, 0.1, 0.1], [0.0, 0.0, 0.2], [0.1, -0.1, -0.1], [0.1, 0.0, 0.0], [-0.1, 0.0, -0.2], [0.1, 0.3, 0.0], [-0.2, -0.2, 0.4], [0.0, -0.1, -0.1], [-0.1, 0.1, 0.0], [0.0, 0.0, 0.0], [0.0, 0.0, 0.0], [0.3, 0.2, -0.1], [-0.1, -0.1, 0.0], [0.0, 0.0, 0.0], [0.0, -0.1, 0.0], [0.1, 0.1, -0.2], [0.1, 0.1, 0.0], [-0.1, 0.0, 0.1], [0.1, -0.1, 0.1], [-0.2, -0.1, 0.0]]
}